(1)
DFT (ωB97M-V/def2-TZVPD) results for a structure of composition C23H55I3O19S6Si.

Last column: Mulliken charge in e.
Cartesian coordinates (Å):
1 C -3.4452 -0.5820 -1.1202  -0.97
2 C -4.3466 -1.4827 -1.9229  0.10
3 I -6.2527 -0.6869 -2.4629  0.08
4 C -3.9702 -2.6963 -2.2654  -0.09
5 I -5.2575 -3.9421 -3.4448  0.05
6 Si -2.3417 -3.5283 -1.8134  0.40
7 C -0.8400 -2.3655 -1.7575  -0.13
8 C -0.4673 -1.7655 -3.0979  -0.09
9 O -0.9996 -0.8972 -3.6095  -0.38
10 I 1.2843 -2.6352 -4.0867  -0.03
11 H -4.0038 0.2996 -0.8278  0.47
12 H -2.9717 -1.0778 -0.2806  0.16
13 H -2.6689 -0.2219 -1.7943  0.22
14 H -2.4963 -4.2879 -0.5541  -0.14
15 H -2.0917 -4.5455 -2.8541  -0.18
16 H -0.9275 -1.5435 -1.0529  0.16
17 H -0.0012 -2.9663 -1.4079  0.42
18 O 3.2472 3.1856 -5.4445  -0.57
19 S 3.0366 2.3155 -4.3266  1.10
20 O 2.9995 2.8315 -2.9939  -0.63
21 O 4.0960 1.1282 -4.3979  -0.21
22 C 5.4900 1.4699 -4.5133  0.15
23 C 6.0788 1.9277 -3.1927  -1.09
24 C 1.5976 1.3409 -4.6012  -0.85
25 H 5.6298 2.2208 -5.2927  -0.11
26 H 5.9929 0.5636 -4.8456  0.28
27 H 5.6533 2.8811 -2.8800  0.30
28 H 7.1584 2.0514 -3.2833  0.41
29 H 5.8677 1.2031 -2.4059  0.28
30 H 1.6457 0.9129 -5.5989  0.37
31 H 0.7330 1.9957 -4.5141  0.41
32 H 1.5526 0.5606 -3.8463  0.13
33 O -8.2102 -2.2949 1.2163  -0.63
34 S -8.5662 -1.1121 1.9369  1.24
35 O -8.3381 -1.0138 3.3436  -0.61
36 O -10.0936 -0.7674 1.6337  -0.27
37 C -11.0727 -1.7988 1.8506  -0.35
38 C -11.3959 -1.9831 3.3207  -0.99
39 C -7.8631 0.2930 1.1425  -0.83
40 H -10.7396 -2.7340 1.3969  0.33
41 H -11.9660 -1.4800 1.3157  0.27
42 H -10.5419 -2.3852 3.8649  0.30
43 H -12.2308 -2.6743 3.4405  0.39
44 H -11.6548 -1.0288 3.7797  0.26
45 H -8.0755 0.2390 0.0782  0.16
46 H -6.7892 0.2649 1.3138  0.37
47 H -8.2871 1.1935 1.5799  0.35
48 O 1.9203 -5.2971 0.3583  -0.65
49 S 1.5708 -4.9440 1.6978  1.17
50 O 1.0406 -3.6470 2.0066  -0.57
51 O 2.8011 -5.2445 2.6555  -0.31
52 C 4.0787 -4.6639 2.3222  -0.35
53 C 4.1497 -3.1916 2.6787  -0.90
54 C 0.4850 -6.1699 2.3438  -0.98
55 H 4.3018 -4.8290 1.2669  0.33
56 H 4.8168 -5.2177 2.8993  0.29
57 H 3.4813 -2.6007 2.0527  0.23
58 H 5.1637 -2.8173 2.5378  0.40
59 H 3.8521 -3.0312 3.7154  0.24
60 H 0.9079 -7.1508 2.1456  0.36
61 H -0.4715 -6.0597 1.8365  0.34
62 H 0.3643 -6.0044 3.4117  0.32
63 O 0.8899 -0.1884 5.1238  -0.65
64 S -0.3328 -0.9178 4.9728  1.18
65 O -1.5950 -0.3163 5.2704  -0.62
66 O -0.2202 -2.2947 5.7704  -0.22
67 C 0.1518 -2.2368 7.1599  -0.39
68 C -1.0012 -1.8044 8.0448  -0.99
69 C -0.3975 -1.6078 3.3564  -0.86
70 H 1.0178 -1.5852 7.2900  0.36
71 H 0.4625 -3.2455 7.4284  0.27
72 H -1.2752 -0.7668 7.8566  0.27
73 H -0.7264 -1.8971 9.0960  0.39
74 H -1.8837 -2.4148 7.8519  0.26
75 H 0.5438 -2.1054 3.1452  0.30
76 H -0.5569 -0.7888 2.6564  0.46
77 H -1.2272 -2.3084 3.3064  0.34
78 O 5.4938 2.7025 -10.8396  -0.64
79 S 6.5709 2.9050 -9.9214  1.19
80 O 6.7799 2.0102 -8.8262  -0.59
81 O 6.5046 4.3960 -9.3703  -0.25
82 C 5.2638 4.8486 -8.7893  -0.53
83 C 5.0546 4.3068 -7.3904  -0.85
84 C 8.0792 3.0703 -10.8167  -0.94
85 H 4.4276 4.5921 -9.4420  0.35
86 H 5.3274 5.9353 -8.7589  0.29
87 H 4.9001 3.2303 -7.4056  0.26
88 H 4.1835 4.7639 -6.9297  0.44
89 H 5.9305 4.5038 -6.7694  0.28
90 H 7.9322 3.7829 -11.6237  0.32
91 H 8.3296 2.0904 -11.2173  0.37
92 H 8.8561 3.4066 -10.1349  0.31
93 O 1.5714 3.9062 6.8035  -0.64
94 S 0.5066 4.7647 6.3878  1.24
95 O -0.7572 4.7431 7.0541  -0.61
96 O 0.2756 4.5813 4.8238  -0.27
97 C 0.0573 3.2468 4.3207  -0.37
98 C -1.3491 2.7519 4.5932  -0.95
99 C 1.0877 6.4271 6.3257  -0.95
100 H 0.8024 2.5625 4.7300  0.35
101 H 0.2258 3.3027 3.2459  0.27
102 H -1.5131 2.6023 5.6590  0.28
103 H -1.5225 1.8030 4.0919  0.27
104 H -2.0883 3.4774 4.2492  0.36
105 H 2.0282 6.4503 5.7820  0.31
106 H 1.2344 6.7595 7.3510  0.37
107 H 0.3377 7.0424 5.8356  0.31

Cartesian forces, eV/Å:
C -0.400 0.656 -0.752
C -0.432 0.326 0.254
I 0.643 0.074 0.224
C -0.320 -1.049 -0.669
I 0.604 0.099 0.395
Si -0.302 -0.264 -0.479
C 0.734 -0.343 -0.124
C 1.584 -3.150 2.222
O -2.083 3.413 -2.022
I 0.013 -0.187 0.092
H 0.077 0.026 0.480
H -0.196 -0.052 0.244
H 0.149 0.067 0.002
H 0.102 0.283 0.160
H 0.123 0.140 -0.029
H -0.227 0.104 0.006
H 0.005 -0.187 0.032
O -0.030 0.152 0.287
S -0.156 -0.712 -0.064
O 0.044 0.283 -0.005
O -0.230 0.011 -0.044
C 0.681 0.183 0.083
C -0.199 0.163 0.117
C -0.055 -0.047 -0.056
H -0.171 0.000 -0.005
H -0.257 -0.102 -0.052
H 0.016 -0.004 -0.017
H -0.005 -0.064 -0.067
H 0.057 -0.045 -0.038
H 0.029 -0.018 0.020
H 0.067 0.074 0.021
H 0.043 0.018 -0.009
O 0.045 -0.213 0.154
S -0.221 0.496 -0.277
O 0.123 -0.211 0.093
O 0.180 0.126 -0.110
C -0.477 -0.467 0.246
C 0.238 0.016 0.135
C -0.076 0.121 -0.062
H 0.164 0.084 -0.018
H 0.159 0.204 -0.107
H -0.014 -0.011 -0.018
H -0.026 0.029 -0.081
H -0.070 -0.008 -0.043
H 0.005 -0.031 0.031
H -0.013 -0.092 0.040
H -0.010 -0.038 0.042
O 0.033 0.388 -0.254
S 0.006 -0.716 0.579
O 0.167 -0.228 -0.562
O -0.208 -0.056 -0.040
C 0.641 0.454 -0.101
C -0.285 0.081 -0.049
C -0.032 -0.010 0.121
H -0.190 -0.063 -0.015
H -0.221 -0.181 0.073
H 0.041 -0.003 -0.019
H 0.024 -0.079 0.016
H 0.081 -0.027 0.017
H 0.026 0.026 -0.015
H 0.038 0.057 -0.043
H 0.004 0.024 -0.014
O -0.082 0.260 0.222
S -0.111 -0.747 -0.488
O 0.035 0.230 0.191
O 0.094 0.037 -0.187
C 0.038 0.059 0.716
C -0.132 0.200 -0.137
C 0.075 0.101 0.107
H -0.033 0.056 -0.173
H -0.017 -0.059 -0.272
H 0.025 -0.008 0.016
H 0.056 -0.061 -0.027
H 0.042 -0.058 0.039
H -0.182 0.153 0.124
H -0.008 0.078 0.101
H 0.012 -0.001 0.030
O -0.181 -0.188 0.087
S 0.381 0.513 -0.021
O -0.149 -0.212 -0.013
O 0.168 -0.074 -0.208
C -0.542 0.170 0.464
C 0.246 -0.142 -0.196
C 0.064 0.065 -0.034
H 0.135 -0.117 -0.104
H 0.253 -0.029 -0.163
H -0.076 0.022 -0.011
H -0.004 0.048 -0.050
H -0.027 0.094 -0.004
H -0.023 0.000 0.019
H -0.074 -0.026 0.038
H -0.027 -0.012 0.019
O -0.073 -0.182 0.176
S 0.063 0.352 -0.525
O -0.001 -0.141 0.221
O 0.110 0.217 0.100
C -0.233 -0.693 -0.200
C -0.066 0.292 0.205
C 0.034 0.072 -0.067
H 0.024 0.122 0.125
H 0.101 0.289 0.048
H 0.006 -0.085 -0.024
H 0.045 0.012 -0.026
H 0.055 0.008 -0.079
H -0.014 -0.026 -0.003
H -0.028 -0.080 0.022
H -0.015 -0.029 0.011

(2)
DFT (ωB97M-V/def2-TZVPD) results for a cluster of 3 separate species, C23H55N3O6 in total.

Results
SMILES string: CCCCCOCCOCCCCN.COCCNCCOC.COCCNCCOC
Energy above the lowest of the compared OMol25 structures with the same formula, charge and spin (kcal per mole): 0.0

Last column: Mulliken charge in e.
Cartesian coordinates (Å):
1 C -1.8510 -1.7089 -0.6273  -1.01
2 C -1.6551 -0.3729 -1.3606  -0.29
3 C -0.5868 0.5144 -0.7213  -0.54
4 C -0.3483 1.8490 -1.4450  -0.43
5 C -0.7753 3.0799 -0.6690  -1.00
6 O -2.1921 3.1816 -0.5858  -0.23
7 C -2.7012 3.3837 0.7089  -0.50
8 C -4.0889 4.0582 0.6757  -0.37
9 O -4.8054 3.9300 -0.5269  -0.40
10 C -5.3230 2.6403 -0.7818  -0.41
11 C -6.6021 2.3267 -0.0083  -0.14
12 C -7.0902 0.9070 -0.3343  -0.83
13 C -6.6450 -0.1759 0.6491  -0.14
14 N -7.0350 0.0619 2.0369  -0.60
15 H -2.6776 -1.6624 0.0882  0.28
16 H -2.0671 -2.5309 -1.3153  0.35
17 H -0.9487 -1.9882 -0.0719  0.22
18 H -1.3888 -0.5600 -2.4078  0.32
19 H -2.5973 0.1840 -1.3880  0.00
20 H -0.8768 0.7132 0.3225  0.30
21 H 0.3504 -0.0503 -0.6663  0.45
22 H 0.7091 1.9626 -1.7074  0.10
23 H -0.9246 1.8572 -2.3841  0.37
24 H -0.4032 4.0006 -1.1373  0.34
25 H -0.3682 3.0486 0.3554  0.52
26 H -2.0162 4.0381 1.2704  0.50
27 H -2.7361 2.4235 1.2483  0.20
28 H -4.6749 3.6429 1.5104  0.24
29 H -3.9961 5.1328 0.8415  0.34
30 H -5.5152 2.6100 -1.8596  0.29
31 H -4.5568 1.8875 -0.5683  0.17
32 H -6.4118 2.4054 1.0697  0.18
33 H -7.3585 3.0826 -0.2503  0.26
34 H -8.1831 0.8700 -0.4311  0.34
35 H -6.6899 0.6285 -1.3216  0.35
36 H -5.5570 -0.2886 0.5842  -0.09
37 H -7.0669 -1.1326 0.3127  0.31
38 H -6.2478 0.2285 2.6414  0.26
39 H -7.6647 0.8444 2.1329  0.27
40 C 0.6122 -4.4725 3.5475  -0.69
41 O -0.4141 -5.2371 2.9592  -0.38
42 C -1.1813 -4.5677 1.9695  -0.77
43 C -0.8954 -5.0928 0.5830  -0.33
44 N 0.4399 -4.7344 0.1452  -0.20
45 C 0.8836 -5.3289 -1.1044  -0.79
46 C 0.9094 -6.8474 -1.2271  -0.47
47 O 1.9220 -7.4815 -0.4710  -0.42
48 C 1.6136 -7.6956 0.8900  -0.51
49 H 0.9518 -5.0158 4.4275  0.25
50 H 1.4693 -4.3206 2.8797  0.29
51 H 0.2473 -3.4881 3.8588  0.33
52 H -0.9875 -3.4903 2.0123  0.36
53 H -2.2366 -4.7368 2.1982  0.40
54 H -1.6203 -4.6365 -0.1009  0.29
55 H -1.0888 -6.1750 0.5853  0.35
56 H 1.1076 -4.9240 0.8796  0.10
57 H 1.8937 -4.9649 -1.3064  0.42
58 H 0.2440 -4.9473 -1.9095  0.36
59 H 1.1262 -7.0837 -2.2711  0.37
60 H -0.0650 -7.2911 -0.9840  0.35
61 H 0.5670 -7.9922 1.0190  0.27
62 H 1.7952 -6.8151 1.5146  0.17
63 H 2.2542 -8.5039 1.2393  0.29
64 C 6.5532 4.1156 1.9853  -0.70
65 O 6.4430 4.8499 0.7879  -0.35
66 C 7.3573 4.4874 -0.2361  -0.80
67 C 6.6665 3.7851 -1.3805  -0.18
68 N 6.1814 2.4781 -0.9837  -0.26
69 C 5.3610 1.7791 -1.9581  -0.89
70 C 4.0884 2.4484 -2.4612  -0.50
71 O 3.0387 2.5102 -1.5133  -0.30
72 C 3.1470 3.5382 -0.5507  -0.46
73 H 5.9710 4.6431 2.7386  0.24
74 H 6.1655 3.0932 1.8973  0.29
75 H 7.5934 4.0548 2.3214  0.34
76 H 8.1470 3.8513 0.1773  0.41
77 H 7.8146 5.4060 -0.6122  0.39
78 H 7.3971 3.6589 -2.1877  0.35
79 H 5.8816 4.4553 -1.7602  0.16
80 H 5.6975 2.5421 -0.0991  0.10
81 H 5.0790 0.8152 -1.5282  0.41
82 H 5.9824 1.5630 -2.8351  0.40
83 H 3.7058 1.8390 -3.2827  0.39
84 H 4.2825 3.4523 -2.8604  0.37
85 H 3.5650 4.4513 -0.9866  0.29
86 H 3.7618 3.2547 0.3092  0.18
87 H 2.1384 3.7490 -0.1946  0.14

Cartesian forces, eV/Å:
C 0.050 0.012 0.070
C -0.052 -0.026 -0.072
C -0.049 0.002 0.290
C -0.222 0.080 -0.369
C 0.065 0.118 0.475
O -0.196 -0.080 -0.214
C 0.234 0.002 0.042
C -0.173 -0.078 0.146
O 0.023 0.083 -0.008
C 0.069 -0.021 0.018
C 0.025 -0.008 0.055
C -0.024 -0.002 -0.275
C 0.114 -0.061 -0.130
N -0.079 -0.126 0.053
H 0.090 0.034 0.000
H -0.035 0.116 0.016
H -0.058 -0.011 -0.110
H 0.058 0.039 0.118
H 0.016 -0.019 -0.052
H 0.044 -0.056 -0.127
H -0.066 0.030 -0.012
H -0.145 -0.001 0.026
H 0.227 0.003 0.118
H 0.041 -0.128 -0.064
H 0.092 -0.063 -0.212
H -0.209 -0.071 0.072
H -0.068 0.057 -0.070
H 0.103 0.168 0.014
H 0.073 -0.070 -0.072
H -0.030 -0.029 0.142
H 0.034 -0.129 -0.027
H -0.048 0.052 -0.144
H 0.123 -0.143 -0.017
H 0.153 0.091 0.100
H -0.221 -0.013 0.112
H -0.030 0.022 0.092
H 0.064 0.131 0.021
H 0.102 0.044 0.022
H -0.090 0.024 -0.040
C 0.006 0.071 0.057
O 0.037 -0.127 -0.030
C -0.032 0.137 0.053
C -0.076 0.025 -0.126
N 0.094 0.010 0.174
C -0.018 0.087 -0.120
C -0.032 -0.050 -0.015
O 0.062 0.076 0.046
C -0.038 -0.075 0.006
H 0.018 0.001 0.001
H -0.037 0.000 -0.016
H 0.007 -0.008 0.023
H -0.026 -0.008 -0.044
H 0.011 0.004 0.041
H 0.011 -0.052 -0.032
H 0.019 0.015 0.023
H -0.005 -0.070 -0.027
H -0.011 0.022 -0.013
H -0.016 0.003 0.019
H -0.006 -0.044 0.006
H 0.007 0.030 -0.014
H 0.013 -0.018 0.006
H 0.001 -0.007 -0.033
H -0.002 0.005 0.024
C 0.059 -0.006 0.069
O -0.131 0.023 -0.043
C 0.124 -0.019 0.072
C 0.034 -0.001 -0.132
N -0.034 0.010 0.164
C 0.059 -0.083 -0.078
C -0.051 0.021 -0.052
O 0.059 -0.068 0.091
C -0.072 0.067 -0.043
H -0.008 -0.011 0.009
H 0.020 0.016 -0.032
H -0.008 0.014 0.021
H 0.008 -0.008 -0.052
H 0.004 0.013 0.041
H -0.039 -0.016 -0.028
H 0.010 -0.009 0.028
H -0.045 0.033 -0.042
H 0.023 -0.011 -0.008
H 0.012 0.016 0.008
H -0.037 0.033 -0.008
H 0.032 -0.020 0.019
H -0.013 0.003 0.011
H -0.004 -0.018 -0.032
H 0.010 0.016 0.020

Highest occupied orbital energy for every record listed, in sequence, given in eV: -9.172; -8.624.
Max |F| for every record listed, in sequence, given in hartree/bohr: 0.0871; 0.0096.